Entry 1:
13
Properties=species:S:1:pos:R:3:lowdin_charge:R:1 method="wB97M-V/def2-TZVPD" total_charge=+2 spin_multiplicity=1 gap_ev="7.36 / 7.36" homo_energy_ha="-0.62324 / -0.62322"
C -0.498 -0.484 0.540 -0.273
C -1.229 0.803 0.259 -0.356
H -0.023 -0.423 1.532 0.120
H -1.005 -1.464 0.423 0.090
H -1.783 1.223 1.115 0.042
H -1.802 0.824 -0.687 0.043
Li -2.952 -0.578 0.511 0.876
O 2.266 1.094 -0.113 -0.192
C 2.013 -0.132 -0.569 -0.247
C 0.785 -0.703 -0.600 -0.025
Sc 0.651 2.166 -0.300 1.654
H 0.693 -1.639 -1.157 0.111
H 2.884 -0.686 -0.954 0.156



Entry 2:
84
Properties=species:S:1:pos:R:3:lowdin_charge:R:1 method="wB97M-V/def2-TZVPD" spin_multiplicity=1 gap_ev=8.23 homo_energy_ha=-0.28300
Pb -0.788 -1.374 -0.376 1.232
C 1.037 -4.360 0.226 -0.078
N -0.378 -3.967 0.011 -0.374
C -0.853 -4.500 -1.235 -0.142
C -1.243 -4.278 1.182 -0.178
C -1.283 -3.158 2.266 -0.192
N -1.823 -1.921 1.550 -0.248
C -2.653 -1.151 2.372 -0.233
C -2.109 -0.324 3.366 -0.181
F -0.806 -0.288 3.497 0.085
C -2.912 0.477 4.229 -0.213
F -2.215 1.259 5.065 0.084
C -4.265 0.525 4.152 0.050
C -4.826 -0.232 3.162 -0.198
F -6.166 -0.122 3.036 0.069
C -4.053 -1.046 2.267 -0.108
F -4.702 -1.848 1.368 0.055
H 1.084 -5.418 0.535 0.091
H 1.649 -4.191 -0.681 0.097
H 1.486 -3.766 1.021 0.068
H -0.816 -5.605 -1.316 0.103
H -1.850 -4.107 -1.426 0.084
H -0.182 -4.091 -1.988 0.073
H -2.288 -4.387 0.806 0.130
H -0.867 -5.224 1.584 0.114
H -2.042 -3.475 2.965 0.109
H -0.409 -2.991 2.869 0.092
H -4.800 1.128 4.866 0.139
C 6.160 0.623 2.711 -0.214
Si 4.392 0.069 2.585 0.532
C 4.121 -1.354 3.826 -0.177
C 3.703 1.667 3.368 -0.186
C 4.054 -0.461 0.751 -0.240
C 5.164 -0.704 -0.076 -0.101
C 4.978 -1.092 -1.383 -0.095
C 3.688 -1.143 -1.879 -0.170
N 2.588 -0.946 -1.136 -0.006
C 2.730 -0.603 0.181 -0.763
S 1.360 -0.617 1.211 0.509
H 6.225 1.097 3.632 -0.004
H 6.405 1.336 1.890 0.054
H 6.877 -0.214 2.654 0.041
H 4.863 -1.161 4.600 0.023
H 4.319 -2.350 3.401 0.030
H 3.072 -1.340 4.152 0.023
H 4.057 1.635 4.426 0.046
H 2.605 1.724 3.301 0.012
H 4.120 2.565 2.942 0.019
H 6.145 -0.574 0.354 0.088
H 5.794 -1.442 -2.025 0.104
H 3.530 -1.451 -2.919 0.106
S -0.936 4.253 1.299 1.026
C -0.897 2.524 1.107 -0.463
N -1.860 2.022 0.406 0.026
C -2.673 2.954 -0.140 -0.351
C -3.874 2.697 -0.836 -0.039
C -4.530 3.717 -1.404 -0.089
C -4.115 5.067 -1.215 -0.105
C -3.093 5.403 -0.413 -0.061
C -2.319 4.286 0.195 -0.405
H -0.009 1.969 1.484 0.050
H -4.052 1.631 -0.962 0.118
H -5.461 3.562 -1.958 0.111
H -4.775 5.769 -1.638 0.090
H -2.778 6.381 -0.120 0.095
O -0.947 -1.764 -3.290 -0.123
C -0.560 -0.703 -3.849 -0.516
C -1.400 0.028 -4.794 -0.108
C -2.081 1.308 -4.251 -0.160
C -1.128 2.465 -4.307 -0.244
C 0.178 2.391 -3.568 -0.178
C 0.986 1.201 -4.021 -0.189
N 0.569 -0.066 -3.498 0.088
H -2.233 -0.605 -5.099 0.124
H -0.841 0.207 -5.694 0.116
H -2.408 1.197 -3.208 0.114
H -2.973 1.594 -4.797 0.113
H -1.640 3.405 -4.157 0.102
H -0.852 2.680 -5.390 0.133
H -0.002 2.331 -2.491 0.115
H 0.713 3.349 -3.702 0.125
H 1.997 1.305 -3.741 0.107
H 0.972 1.151 -5.112 0.124
H 1.148 -0.537 -2.780 0.095



Entry 3:
14
Properties=species:S:1:pos:R:3:lowdin_charge:R:1 method="wB97M-V/def2-TZVPD" spin_multiplicity=1 gap_ev=10.48 smiles="CO[C@@H](C)C=O" homo_energy_ha=-0.35589
C -0.962 1.106 -1.414 -0.102
O -0.214 -0.096 -1.333 -0.168
C 0.234 -0.658 -0.092 -0.316
C 1.480 -0.212 0.773 -0.034
C -0.905 -0.807 0.904 -0.209
O -0.686 -0.890 2.089 0.049
H -1.329 1.188 -2.449 0.093
H -1.856 1.131 -0.769 0.081
H -0.332 1.976 -1.202 0.087
H 0.520 -1.657 -0.444 0.152
H 2.417 -0.282 0.222 0.072
H 1.402 0.767 1.259 0.080
H 1.571 -0.915 1.621 0.082
H -1.946 -0.843 0.522 0.132



Entry 4:
90
Properties=species:S:1:pos:R:3:mulliken_spin:R:1 method="wB97M-V/def2-TZVPD" total_charge=+2 spin_multiplicity=4 gap_ev="4.41 / 5.24" homo_energy_ha="-0.45387 / -0.48479"
P 0.422 -0.269 -3.408 0.104
P -0.119 -3.008 -1.920 0.137
C 1.239 -1.940 -3.972 0.000
C 0.210 -3.028 -3.764 0.004
H 2.148 -2.099 -3.357 -0.001
H 1.498 -1.839 -5.037 0.004
H -0.757 -2.929 -4.251 0.005
H 0.599 -4.000 -4.099 0.007
C 0.858 -4.709 -1.892 0.087
H 0.940 -5.229 -0.921 -0.028
H 1.876 -4.586 -2.294 -0.002
H 0.346 -5.413 -2.577 0.005
C -1.729 -3.948 -1.846 0.003
H -1.656 -4.925 -2.355 0.001
H -2.492 -3.339 -2.345 0.003
H -2.008 -4.091 -0.788 0.003
C 1.912 0.656 -3.989 0.019
H 1.703 1.724 -3.788 0.003
H 2.030 0.405 -5.062 -0.001
H 2.805 0.314 -3.431 -0.001
C -0.630 -0.117 -4.877 0.010
H -1.496 -0.796 -4.844 -0.016
H 0.038 -0.332 -5.715 0.003
H -1.020 0.901 -4.962 0.003
Re -0.739 0.177 -1.658 1.680
C 0.822 -3.834 0.807 0.645
C 2.198 -3.861 1.367 0.051
C 3.322 -4.731 0.845 0.038
C 4.534 -3.743 0.552 -0.006
C 3.882 -2.369 0.503 -0.002
C 2.621 -2.423 0.996 -0.005
C 1.491 -1.583 0.585 0.032
C 0.243 -2.487 0.980 0.100
C -1.114 2.015 -2.737 -0.039
H 0.193 -4.740 0.877 -0.072
H 1.993 -4.028 2.439 0.057
H 3.025 -5.307 -0.052 -0.004
H 3.574 -5.416 1.619 -0.002
H 5.246 -3.820 1.393 0.000
H 5.050 -4.054 -0.367 0.000
H 4.322 -1.528 -0.064 0.001
H 0.906 0.483 -1.466 0.000
H 1.617 -1.453 -0.550 -0.015
H 1.436 -0.536 0.991 -0.008
H -0.143 -2.411 2.014 0.092
H -0.605 -2.191 0.363 0.029
H -2.128 2.436 -2.825 0.018
H -0.768 2.133 -3.760 0.016
H -0.537 2.774 -2.202 0.010
C -3.398 0.899 1.764 0.016
C -2.854 2.290 1.401 -0.013
C -3.372 2.642 0.006 0.005
C -3.347 3.339 2.411 0.001
P -1.010 2.121 1.373 0.035
N -0.930 1.077 -0.097 -0.039
C -0.163 3.803 1.270 0.004
C -0.167 4.567 2.624 0.000
C 1.294 3.614 0.814 0.002
C -0.870 4.702 0.247 0.007
C -0.368 1.342 2.992 -0.003
C -0.583 -0.160 2.854 -0.019
C 1.150 1.543 3.232 -0.001
C -1.105 1.814 4.267 0.000
H -4.479 0.920 1.575 0.000
H -3.259 0.640 2.823 0.002
H -2.968 0.124 1.112 -0.004
H -4.467 2.691 0.065 0.000
H -3.014 3.603 -0.367 0.002
H -3.131 1.869 -0.729 0.001
H -3.037 3.140 3.446 0.000
H -3.071 4.370 2.145 0.000
H -4.447 3.289 2.393 -0.001
H 0.430 4.095 3.411 0.000
H 0.284 5.555 2.438 0.000
H -1.176 4.746 3.022 0.000
H 1.355 2.955 -0.061 -0.004
H 1.685 4.606 0.538 0.000
H 1.937 3.224 1.610 0.000
H -0.936 4.225 -0.739 -0.002
H -1.865 5.026 0.581 0.000
H -0.265 5.619 0.142 0.000
H -0.075 -0.478 1.945 0.029
H -0.118 -0.676 3.711 -0.001
H -1.628 -0.474 2.786 0.012
H 1.425 2.565 3.521 0.000
H 1.446 0.897 4.079 0.000
H 1.754 1.241 2.368 0.000
H -1.033 2.895 4.447 0.000
H -2.161 1.517 4.291 0.000
H -0.625 1.316 5.127 0.000



Entry 5:
40
Properties=species:S:1:pos:R:3:lowdin_charge:R:1 method="wB97M-V/def2-TZVPD" spin_multiplicity=1 gap_ev=8.11 homo_energy_ha=-0.35481
N -1.380 2.499 0.006 0.094
C -1.922 2.178 -1.147 -0.160
C -1.202 2.423 -2.554 -0.141
O -0.731 1.226 -3.229 -0.022
C -0.398 0.193 -2.324 -0.427
O -1.181 -0.731 -1.971 0.097
O 0.938 0.124 -1.789 0.046
H -0.449 2.908 -0.197 0.066
H -2.978 1.722 -1.167 0.138
H -0.387 3.237 -2.463 0.140
H -2.004 2.888 -3.248 0.142
H 0.858 -0.005 -0.817 0.128
C -2.461 1.529 4.926 0.074
C -2.450 1.515 3.590 -0.220
C -3.709 1.629 2.802 -0.308
O -3.657 1.631 1.587 0.096
C -4.975 1.730 3.538 0.077
C -4.986 1.741 4.872 -0.224
C -3.723 1.654 5.660 -0.316
O -3.770 1.685 6.879 0.106
O -6.153 1.832 5.569 0.091
O -1.287 1.398 2.893 0.079
H -1.553 1.449 5.509 0.136
H -5.883 1.795 2.954 0.136
H -5.894 1.821 6.512 0.116
H -1.546 1.418 1.947 0.068
C 3.388 -2.040 -2.711 0.082
C 3.774 -2.600 -1.562 -0.216
C 4.917 -3.555 -1.509 -0.313
O 5.253 -4.033 -0.439 0.110
C 5.594 -3.888 -2.766 0.077
C 5.207 -3.331 -3.916 -0.222
C 4.081 -2.354 -3.964 -0.308
O 3.766 -1.851 -5.029 0.114
O 5.824 -3.632 -5.091 0.093
O 3.138 -2.319 -0.390 0.089
H 2.562 -1.344 -2.762 0.115
H 6.411 -4.596 -2.717 0.137
H 5.363 -3.102 -5.770 0.116
H 3.603 -2.844 0.290 0.116



Entry 6:
80
Properties=species:S:1:pos:R:3:lowdin_charge:R:1 method="wB97M-V/def2-TZVPD" total_charge=+1 spin_multiplicity=1 gap_ev=8.22 homo_energy_ha=-0.42305
Tl -0.045 -0.442 -0.676 0.871
O -4.209 2.117 0.459 0.161
C -3.097 1.628 -0.084 -0.481
O -2.576 0.597 0.263 0.078
C -2.631 2.491 -1.234 -0.093
O -1.296 2.228 -1.599 -0.160
C -0.363 3.095 -0.949 -0.085
C 0.061 2.617 0.431 -0.602
O 0.297 3.430 1.297 0.099
O 0.222 1.330 0.591 -0.237
H -4.501 1.522 1.167 0.145
H -2.782 3.538 -0.968 0.148
H -3.278 2.265 -2.086 0.147
H -0.765 4.104 -0.874 0.139
H 0.524 3.124 -1.576 0.117
C -1.863 -1.270 2.543 -0.096
O -1.387 -1.491 1.217 -0.400
Si -1.918 -2.729 0.208 0.332
C -3.761 -2.822 0.286 -0.143
C -1.235 -4.305 0.909 -0.135
C -1.205 -2.209 -1.479 -0.469
Si -2.338 -1.525 -2.872 0.401
C -1.463 -0.225 -3.887 -0.160
C -3.989 -0.810 -2.387 -0.140
C -2.752 -2.957 -3.995 -0.171
Si 0.123 -3.380 -2.179 0.372
C 1.495 -3.644 -0.945 -0.177
C 0.876 -2.738 -3.756 -0.176
C -0.688 -5.021 -2.556 -0.161
H -1.620 -2.117 3.191 0.094
H -2.943 -1.117 2.542 0.086
H -1.384 -0.371 2.921 0.089
H -4.044 -3.371 1.188 0.050
H -4.191 -3.355 -0.566 0.049
H -4.220 -1.833 0.340 0.033
H -1.844 -4.593 1.770 0.049
H -0.211 -4.171 1.261 0.034
H -1.245 -5.146 0.213 0.032
H -1.119 0.624 -3.294 0.007
H -2.160 0.165 -4.636 0.055
H -0.603 -0.626 -4.423 0.021
H -3.927 0.206 -2.007 0.011
H -4.527 -1.407 -1.654 0.016
H -4.599 -0.784 -3.295 0.054
H -1.882 -3.345 -4.524 0.014
H -3.465 -2.613 -4.750 0.048
H -3.217 -3.787 -3.457 0.046
H 1.609 -2.795 -0.274 -0.041
H 2.443 -3.796 -1.468 0.046
H 1.319 -4.527 -0.329 0.045
H 1.356 -1.769 -3.618 -0.024
H 0.144 -2.637 -4.556 0.028
H 1.635 -3.448 -4.097 0.061
H -1.514 -5.253 -1.882 0.028
H 0.045 -5.829 -2.469 0.050
H -1.081 -5.046 -3.572 0.027
C 1.820 -0.097 3.054 -0.227
P 2.039 -0.538 1.306 0.848
C 3.128 -2.001 1.468 -0.261
C 3.247 0.721 0.750 -0.389
C 3.872 0.389 -0.606 -0.378
P 2.616 0.179 -1.951 0.866
C 2.798 1.741 -2.883 -0.251
C 3.508 -0.970 -3.056 -0.267
H 2.788 -0.109 3.557 0.057
H 1.161 -0.812 3.544 0.045
H 1.376 0.897 3.120 0.055
H 4.038 -1.751 2.019 0.060
H 3.409 -2.408 0.499 0.020
H 2.594 -2.783 2.013 0.057
H 4.006 0.795 1.533 0.096
H 2.742 1.686 0.695 0.080
H 4.462 -0.528 -0.541 0.078
H 4.546 1.188 -0.919 0.092
H 3.821 1.848 -3.246 0.056
H 2.560 2.590 -2.247 0.035
H 2.115 1.751 -3.733 0.052
H 4.511 -0.583 -3.241 0.062
H 2.987 -1.076 -4.006 0.038
H 3.585 -1.955 -2.595 0.042



Number 1: total energy -27179.536 eV. Number 2: total energy -87943.967 eV. Number 3: total energy -8371.161 eV. Number 4: total energy -60403.955 eV. Number 5: total energy -39775.295 eV. Number 6: total energy -80706.614 eV.